One molecule with the formula C3H4ClF in a non-equilibrium geometry. Source: the OMol25 dataset; level of theory: ωB97M-V/def2-TZVPD.

Cartesian coordinates (Å):
F (1.66, -1.10, 0.02)
C (0.48, -0.46, -0.41)
C (0.16, 0.90, -0.08)
C (-0.58, -0.25, 0.54)
Cl (-2.24, -0.61, -0.09)
H (0.12, -0.89, -1.35)
H (-0.18, 1.69, -0.80)
H (0.96, 1.22, 0.59)
H (-0.38, -0.50, 1.57)

Properties
Orbital gap: 11.66 eV
2S+1: 1
LUMO energy: 1.094 eV
SMILES: F[C@@H]1C[C@H]1Cl
ΔE to the lowest compared entry with this formula, charge and spin: 0.7475 eV
Strongest force on any atom: 3.842 eV Å⁻¹
HOMO: -10.6 eV

***

One molecule with the formula C3H4ClF in a non-equilibrium geometry. Source: the OMol25 dataset; level of theory: ωB97M-V/def2-TZVPD.

Cartesian coordinates (Å):
C (-0.29, 1.17, 0.01)
C (-0.25, -0.32, 0.02)
Cl (-1.87, -1.00, 0.03)
C (0.76, -1.11, -0.03)
F (2.10, -0.87, 0.06)
H (-0.94, 1.42, 0.90)
H (0.78, 1.36, -0.04)
H (-0.83, 1.48, -0.84)
H (0.56, -2.14, -0.12)

Properties
Orbital gap: 10.68 eV
2S+1: 1
LUMO energy: 0.933 eV
SMILES: C/C(Cl)=C\F
ΔE to the lowest compared entry with this formula, charge and spin: 0.5591 eV
Strongest force on any atom: 3.132 eV Å⁻¹
HOMO: -9.7 eV

***

One molecule with the formula C3H4ClF in a non-equilibrium geometry. Source: the OMol25 dataset; level of theory: ωB97M-V/def2-TZVPD.

Cartesian coordinates (Å):
F (-1.10, 1.39, -0.78)
C (-0.29, 0.21, -0.63)
C (-0.54, -0.33, 0.66)
C (0.91, 0.33, 0.26)
Cl (2.17, -1.01, -0.23)
H (-0.34, -0.69, -1.45)
H (-0.90, -1.43, 0.40)
H (-1.36, 0.28, 1.08)
H (1.45, 1.24, 0.70)

Properties
Orbital gap: 11.35 eV
2S+1: 1
LUMO energy: 0.783 eV
SMILES: F[C@@H]1C[C@H]1Cl
ΔE to the lowest compared entry with this formula, charge and spin: 2.4792 eV
Strongest force on any atom: 3.551 eV Å⁻¹
HOMO: -10.6 eV

***

A 2-piece molecular cluster, C3H4ClF2NO4 overall in a non-equilibrium geometry. Source: the OMol25 dataset; level of theory: ωB97M-V/def2-TZVPD.

Cartesian coordinates (Å):
O (0.85, -1.93, -1.10)
N (0.27, -0.92, -0.96)
O (0.50, 0.09, -1.91)
C (-0.51, -0.56, 0.01)
Cl (-0.79, -1.75, 1.25)
C (-1.47, 0.63, -0.13)
O (-2.00, 0.88, 1.03)
F (-2.45, 0.43, -1.06)
F (-0.80, 1.69, -0.67)
H (1.25, 0.62, -1.66)
H (-2.89, 1.30, 0.99)
C (1.99, -0.11, 1.08)
O (2.64, -0.60, 0.19)
H (1.95, -0.65, 2.05)
H (1.46, 0.88, 0.89)

Properties
Orbital gap: 9.91 eV
2S+1: 1
LUMO energy: 0.317 eV
SMILES: [O-]/[N+](O)=C(\Cl)C(O)(F)F.C=O
ΔE to the lowest compared entry with this formula, charge and spin: 1.7023 eV
Strongest force on any atom: 3.428 eV Å⁻¹
HOMO: -9.6 eV

***

One molecule with the formula C3H4ClFN2 in a non-equilibrium geometry. Source: the OMol25 dataset; level of theory: ωB97M-V/def2-TZVPD.

Cartesian coordinates (Å):
H (1.63, -2.15, 0.77)
N (1.01, -1.60, 0.05)
C (0.50, -0.43, 0.05)
N (1.14, 0.51, 0.92)
C (-0.63, 0.03, -0.91)
F (-0.52, -0.65, -2.11)
C (-1.63, 0.67, -0.36)
Cl (-3.24, 0.61, -1.22)
H (2.15, 0.25, 1.32)
H (1.05, 1.47, 1.01)
H (-1.46, 1.29, 0.46)

Properties
Orbital gap: 10.05 eV
2S+1: 1
LUMO energy: 0.714 eV
SMILES: [H]/N=C(N)/C(F)=C/Cl
ΔE to the lowest compared entry with this formula, charge and spin: 1.9664 eV
Strongest force on any atom: 4.450 eV Å⁻¹
HOMO: -9.3 eV

***

One molecule with the formula C3H4ClFO in a non-equilibrium geometry. Source: the OMol25 dataset; level of theory: ωB97M-V/def2-TZVPD.

Cartesian coordinates (Å):
O (-1.61, -1.27, -0.55)
C (-1.39, -0.21, -0.12)
Cl (-2.75, 0.61, 0.55)
C (-0.01, 0.56, -0.21)
C (1.16, -0.28, 0.28)
F (1.59, 0.02, 1.56)
H (0.06, 0.56, -1.32)
H (-0.15, 1.60, 0.08)
H (1.01, -1.34, 0.13)
H (2.09, -0.26, -0.40)

Properties
Orbital gap: 11.48 eV
2S+1: 1
LUMO energy: 0.654 eV
SMILES: O=C(Cl)CCF
ΔE to the lowest compared entry with this formula, charge and spin: 0.0599 eV
Strongest force on any atom: 2.372 eV Å⁻¹
HOMO: -10.8 eV

***

One molecule with the formula C3H4ClFOS in a non-equilibrium geometry. Source: the OMol25 dataset; level of theory: ωB97M-V/def2-TZVPD.

Cartesian coordinates (Å):
O (-0.66, -0.51, -1.48)
C (0.14, -0.74, -0.42)
C (0.69, 0.51, 0.23)
S (-0.10, 2.13, -0.10)
C (-0.28, -0.47, 1.00)
F (-1.39, -0.04, 1.50)
Cl (0.44, -1.70, 2.04)
H (-1.51, -0.03, -1.09)
H (0.79, -1.49, -0.67)
H (1.75, 0.59, 0.56)
H (0.13, 1.75, -1.57)

Properties
Orbital gap: 9.99 eV
2S+1: 1
LUMO energy: 0.483 eV
SMILES: O[C@H]1[C@@H](S)[C@]1(F)Cl
ΔE to the lowest compared entry with this formula, charge and spin: 2.2589 eV
Strongest force on any atom: 4.756 eV Å⁻¹
HOMO: -9.5 eV

***

One molecule with the formula C3H4ClIN2 in a non-equilibrium geometry. Source: the OMol25 dataset; level of theory: ωB97M-V/def2-TZVPD.

Cartesian coordinates (Å):
Cl (-3.33, 2.37, -0.02)
C (-1.66, 1.91, 0.01)
N (-1.30, 0.83, 0.53)
N (-0.02, 0.48, 0.78)
C (0.46, -0.85, 0.73)
C (0.91, 0.14, -0.24)
I (2.82, 0.92, 0.03)
H (-0.86, 2.60, -0.41)
H (-0.13, -1.57, 0.42)
H (1.00, -1.26, 1.51)
H (0.72, 0.20, -1.22)

Properties
Orbital gap: 9.74 eV
2S+1: 1
LUMO energy: 0.495 eV
SMILES: Cl/C=N/N1C[C@@H]1I
ΔE to the lowest compared entry with this formula, charge and spin: 1.5542 eV
Strongest force on any atom: 4.783 eV Å⁻¹
HOMO: -9.2 eV

***

C3H4ClN as an isolated structure in a non-equilibrium geometry. Source: the OMol25 dataset; level of theory: ωB97M-V/def2-TZVPD.

Cartesian coordinates (Å):
C (-0.50, 0.06, 2.09)
C (-0.54, 0.17, 0.90)
C (-0.39, 0.01, -0.54)
N (0.79, 0.55, -1.00)
Cl (1.34, -0.03, -2.52)
H (-0.61, -0.09, 3.12)
H (-1.29, 0.22, -1.10)
H (-0.23, -1.36, -0.80)
H (1.45, 0.48, -0.15)

Properties
Orbital gap: 9.72 eV
2S+1: 1
LUMO energy: 0.597 eV
ΔE to the lowest compared entry with this formula, charge and spin: 3.8365 eV
Strongest force on any atom: 5.721 eV Å⁻¹
HOMO: -9.1 eV

***

One molecule with the formula C3H4ClN3 in a non-equilibrium geometry. Source: the OMol25 dataset; level of theory: ωB97M-V/def2-TZVPD.

Cartesian coordinates (Å):
C (-1.08, -0.79, -0.62)
C (0.50, 1.53, 0.62)
C (0.20, -0.83, 0.25)
N (-1.68, 0.31, -0.58)
N (-1.85, 1.41, -0.40)
N (0.88, 0.39, 0.29)
Cl (2.79, 0.22, -0.51)
H (-1.46, -1.79, -0.95)
H (0.94, 2.43, 0.56)
H (0.06, -1.17, 1.37)
H (0.70, -1.72, -0.02)

Properties
Orbital gap: 8.19 eV
2S+1: 1
LUMO energy: -0.679 eV
ΔE to the lowest compared entry with this formula, charge and spin: 5.9225 eV
Strongest force on any atom: 5.436 eV Å⁻¹
HOMO: -8.9 eV